Density functional theory data (wB97M-V/def2-TZVPD) for AgH12O6 as an isolated structure at a distorted geometry.

Atoms and positions in Å:
H -1.303 1.834 -1.053
H 1.836 -0.027 -1.749
Ag 0.084 0.097 0.226
O 0.799 -1.065 1.442
H -1.872 -0.156 1.657
H -0.717 1.001 -2.083
H -1.495 -1.393 -1.353
O 1.276 -0.567 -1.168
H -0.984 -2.370 -0.178
H 2.134 1.583 0.782
O 1.193 1.592 0.603
H 1.072 2.355 -0.011
H 1.742 -1.062 1.568
H -1.908 1.309 1.292
O -1.199 -1.497 -0.437
O -1.300 0.551 1.409
O -0.753 1.055 -1.153
H 0.978 -1.385 -1.649
H 0.425 -1.861 1.855

Output
ΔE to the lowest compared entry with this formula, charge and spin = 145.10 kJ/mol
Kohn-Sham gap (spin up / spin down) = 9.674 / 8.313 eV
E_LUMO (spin up / spin down) = -0.27502 / -0.31045 Ha
Spin multiplicity = 2
Charge = +2

Density functional theory data (wB97M-V/def2-TZVPD) for a 2-piece molecular cluster, CH3BrO overall at a distorted geometry.

Atoms and positions in Å:
H 0.511 -1.853 0.541
H -0.228 0.924 -1.179
O 0.926 -1.212 -0.168
C -0.678 0.639 -0.173
Br -2.281 -0.189 0.003
H -0.012 0.625 0.633

Output
ΔE to the lowest compared entry with this formula, charge and spin = 404.45 kJ/mol
Kohn-Sham gap (spin up / spin down) = 7.369 / 7.365 eV
E_LUMO (spin up / spin down) = -0.06847 / -0.06852 Ha

Density functional theory data (wB97M-V/def2-TZVPD) for a 11-piece molecular cluster, C30H58N5O6S5 overall at a distorted geometry.

Atoms and positions in Å:
C -21.880 8.491 17.245
H -19.130 1.203 18.585
C -22.484 10.385 18.302
C -19.557 1.889 19.320
S -19.689 5.556 10.886
H -27.804 7.645 15.382
H -23.805 7.750 11.341
N -27.185 5.658 15.301
H -22.011 5.216 10.860
H -21.079 6.741 21.636
C -28.118 6.644 15.149
H -20.643 1.874 19.279
C -19.825 3.184 13.508
H -30.152 6.493 14.241
O -17.505 3.452 18.646
C -26.309 7.340 18.226
C -25.520 3.652 18.589
S -24.035 9.270 13.295
H -22.436 11.231 18.965
H -22.153 7.943 19.487
C -27.669 4.473 14.843
H -26.661 2.191 19.750
H -26.219 5.865 15.553
C -26.030 1.695 17.660
H -27.281 7.078 10.852
N -22.623 5.927 18.857
H -21.617 6.091 12.366
C -21.873 4.890 20.689
H -21.180 2.670 12.133
H -25.358 2.277 15.643
H -26.472 8.911 13.523
H -21.641 2.128 13.756
H -19.204 3.568 16.796
N -23.212 8.734 16.996
H -23.757 8.084 16.443
H -25.302 7.383 18.643
C -21.392 6.000 11.301
H -28.107 5.660 11.706
O -24.198 6.242 16.290
C -27.358 5.998 10.997
H -24.546 10.316 17.640
C -28.930 8.035 18.550
H -23.078 6.047 17.958
C -23.878 4.920 14.340
H -21.696 6.965 10.894
H -19.135 1.509 20.252
S -27.236 8.762 18.841
C -21.401 9.481 18.034
H -26.545 0.752 17.558
H -24.737 4.504 16.808
S -18.916 3.592 19.132
H -20.382 1.255 12.796
H -17.876 6.942 11.260
H -23.568 9.412 11.091
S -25.652 5.344 11.208
H -27.084 3.576 14.731
C -23.578 9.841 17.692
C -19.810 4.011 17.587
H -27.556 5.741 9.950
C -25.995 3.569 11.509
C -24.256 8.716 11.584
H -21.464 7.580 16.845
O -25.147 5.308 9.788
H -25.460 7.423 13.621
H -24.603 5.464 13.739
H -22.376 5.260 15.868
N -19.124 4.013 13.865
C -29.007 4.655 14.579
O -19.425 5.928 9.447
H -29.399 8.185 17.581
C -18.841 6.955 11.772
H -22.678 3.837 18.889
H -21.717 4.046 21.343
N -25.172 3.709 17.285
H -26.705 6.335 18.380
H -23.137 4.433 13.692
C -29.257 6.042 14.645
O -27.080 8.757 20.324
H -22.735 6.706 14.944
H -28.917 7.008 18.906
H -25.486 4.599 19.110
C -25.543 8.475 13.893
H -25.445 2.914 10.841
C -26.151 2.483 18.847
C -25.420 2.503 16.693
H -18.839 6.739 12.835
H -20.796 3.553 17.536
C -22.484 4.729 19.465
H -29.654 3.834 14.315
H -29.512 8.622 19.266
H -20.378 9.554 18.371
H -25.229 8.752 11.100
H -19.169 7.946 11.452
C -23.221 5.823 15.416
H -27.025 3.440 11.161
H -26.161 7.383 17.140
H -19.871 5.088 17.464
H -24.397 4.156 14.923
C -22.089 6.887 19.694
C -20.810 2.218 13.062
H -25.629 8.570 14.978
H -25.964 3.374 12.578
O -24.240 10.762 13.266
C -21.559 6.263 20.799

Output
Kohn-Sham gap = 7.327 eV
E_LUMO = 0.06868 Ha
Charge = -1